#i
A 2-piece molecular cluster, CHNOS overall. Source: the OMol25 dataset; level of theory: ωB97M-V/def2-TZVPD.

Calculated values
Molar mass ... 75.09 g mol⁻¹
Frontier orbital gap (alpha / beta) ... 7.34 / 7.35 eV

Last column: natural (NBO) charge in e.
Geometry (Å):
C 3.91905 0.24643 -0.52597  0.474
N 0.25582 -0.47323 0.31264  -0.737
O 3.94686 0.29898 0.60403  -0.501
S 1.48726 -0.86607 -0.55206  0.416
H -0.62028 -0.93615 0.05014  0.348

=====

#ii
A 2-piece molecular cluster, CHNOS overall. Source: the OMol25 dataset; level of theory: ωB97M-V/def2-TZVPD.

Calculated values
Molar mass ... 75.09 g mol⁻¹
Frontier orbital gap (alpha / beta) ... 7.90 / 7.90 eV

Last column: natural (NBO) charge in e.
Geometry (Å):
C -0.90985 0.32754 -1.46140  0.124
N -1.80789 0.23461 -2.18649  -0.447
O 0.66616 -0.00625 1.60374  -0.820
S 1.14917 0.32961 -0.00119  0.629
H 0.90240 -0.88551 2.04534  0.514

=====

Top of the stability list: #i, leading by 175.2 kJ/mol.

=====

#i
An isolated ion of composition C5H13N2S and charge -1. Source: the OMol25 dataset; level of theory: ωB97M-V/def2-TZVPD.

Calculated values
Charge ... -1
Molar mass ... 133.24 g mol⁻¹
Frontier orbital gap ... 5.86 eV

Last column: natural (NBO) charge in e.
Geometry (Å):
C -0.40614 -1.44010 0.20385  -0.210
N 0.62472 -0.45715 0.24074  -0.653
C 0.30821 0.90988 0.59958  -0.076
C 1.04782 1.91481 -0.31158  -0.520
S 0.17045 3.50851 -0.51484  -0.735
C 0.54743 1.24758 2.07389  -0.625
C -1.30842 -1.28305 -1.03013  -0.230
N -0.82217 -1.93824 -2.22106  -0.891
H -1.08546 -1.47904 1.08899  0.138
H -0.01469 -2.46339 0.21323  0.181
H 1.51477 -0.78299 0.58477  0.358
H -0.75032 1.09662 0.43486  0.198
H 1.12135 1.46870 -1.30378  0.187
H 2.04966 2.04734 0.10559  0.164
H 1.48454 0.85295 2.41334  0.174
H 0.51700 2.32208 2.18880  0.241
H -0.19930 0.71196 2.67349  0.183
H -2.35509 -1.53838 -0.85563  0.169
H -1.28039 -0.23362 -1.27514  0.219
H -0.91520 -2.92887 -2.36949  0.350
H -0.24879 -1.53562 -2.93948  0.378

=====

#ii
C5H13N2S as an isolated structure. Source: the OMol25 dataset; level of theory: ωB97M-V/def2-TZVPD.

Calculated values
Charge ... -1
Molar mass ... 133.24 g mol⁻¹
Frontier orbital gap ... 5.82 eV

Last column: natural (NBO) charge in e.
Geometry (Å):
C -0.94002 -1.39767 0.46349  -0.430
C 0.19219 -2.21010 0.31997  -0.486
S 0.35004 -3.57630 1.57551  -0.721
C -1.07940 -0.48794 1.67977  -0.640
N 0.66927 2.09232 0.69392  -0.664
C -0.20679 1.78026 -0.24092  0.108
C 0.35029 1.54151 -1.70791  -0.312
N 1.83834 1.57882 -1.69304  -0.849
H -1.74529 -2.12987 0.49399  0.203
H -1.07723 -0.85169 -0.43725  0.151
H 0.17436 -2.59071 -0.69717  0.179
H 1.06735 -1.44492 0.39791  0.128
H -1.12765 -1.26322 2.48800  0.251
H -2.00114 0.14087 1.59892  0.187
H -0.07434 0.05471 1.75787  0.192
H -1.30750 1.78510 -0.17052  0.162
H 0.68121 1.06832 0.32968  0.389
H -0.00836 0.59179 -2.11600  0.216
H -0.00816 2.40912 -2.45333  0.201
H 2.05177 2.24021 -0.91567  0.375
H 2.20107 0.66938 -1.36723  0.360

=====

#iii
A 2-piece molecular cluster, C5H13N2S overall. Source: the OMol25 dataset; level of theory: ωB97M-V/def2-TZVPD.

Calculated values
Charge ... -1
Molar mass ... 133.24 g mol⁻¹
Frontier orbital gap ... 6.92 eV

Last column: natural (NBO) charge in e.
Geometry (Å):
C -1.76907 1.43274 -0.23678  -0.235
C -2.14518 0.94353 -1.60676  -0.536
S -0.85689 -0.11392 -2.30139  -0.662
N -0.40112 1.93585 -0.31624  -0.921
H -1.81868 0.60249 0.50422  0.169
H -2.48235 2.19717 0.07529  0.163
H -2.27174 1.85870 -2.22263  0.162
H -3.11804 0.42130 -1.59862  0.184
H -0.42374 2.95592 -0.57906  0.340
H -0.00303 1.41763 -1.13766  0.395
C 1.76666 -1.41472 -0.40062  -0.684
C 1.42345 -1.18443 1.01207  0.243
C 1.41003 -2.22215 1.90269  -0.615
N 1.05989 0.05446 1.46889  -0.846
H 2.62250 -0.75774 -0.71122  0.204
H 0.89462 -1.18800 -1.03716  0.284
H 2.04623 -2.44495 -0.55369  0.203
H 1.10520 -2.09661 2.95367  0.172
H 1.48332 -3.24475 1.47373  0.185
H 0.55365 0.68966 0.85752  0.431
H 0.92430 0.15781 2.45375  0.363

=====

Top of the stability list: #iii, leading by 21.1 kJ/mol.

=====

#i
An isolated ion of composition C2H5N4 and charge +1. Source: the OMol25 dataset; level of theory: ωB97M-V/def2-TZVPD.

Calculated values
Charge ... +1
Molar mass ... 85.09 g mol⁻¹
Frontier orbital gap ... 9.66 eV

Last column: natural (NBO) charge in e.
Geometry (Å):
C 0.90568 1.06920 -0.35109  0.772
C -0.31182 -0.97609 0.73387  0.546
N 0.37429 0.21185 0.26007  -0.294
N 0.24487 -1.87134 1.39331  -0.603
N 1.38209 1.90370 -1.16184  -0.769
N -1.65557 -0.75993 0.48239  -0.762
H -0.23248 -2.74069 1.53409  0.397
H 2.20794 2.47437 -0.92727  0.469
H 0.96356 2.24552 -1.95771  0.458
H -1.74097 -0.00062 -0.27598  0.383
H -2.13759 -1.55599 0.27016  0.403

=====

#ii
An isolated ion of composition C2H5N4 and charge +1. Source: the OMol25 dataset; level of theory: ωB97M-V/def2-TZVPD.

Calculated values
Charge ... +1
Molar mass ... 85.09 g mol⁻¹
Frontier orbital gap ... 9.88 eV

Last column: natural (NBO) charge in e.
Geometry (Å):
C 2.56636 -0.23732 -0.02060  0.334
C 0.26739 -1.15673 0.09144  0.437
N 3.68596 -0.42577 0.02973  -0.181
N -1.00731 -0.82267 0.10526  -0.689
N 0.65121 1.27896 -0.05831  -0.620
N 1.18631 0.00647 0.03066  -0.273
H 0.63478 -2.12621 -0.04712  0.257
H -1.83784 -1.54033 -0.02518  0.482
H -1.08421 0.12944 -0.28789  0.457
H 0.71182 1.85609 0.76697  0.401
H 1.32328 1.69575 -0.68846  0.396

=====

#iii
An isolated ion of composition C2H5N4 and charge +1. Source: the OMol25 dataset; level of theory: ωB97M-V/def2-TZVPD.

Calculated values
Charge ... +1
Molar mass ... 85.09 g mol⁻¹
Frontier orbital gap ... 9.80 eV

Last column: natural (NBO) charge in e.
Geometry (Å):
C -1.91507 -0.10410 -0.01744  0.338
C 0.27219 -0.90588 0.12412  0.398
N -3.04280 -0.24685 0.04652  -0.153
N 1.58006 -0.74912 -0.07461  -0.673
N -0.12717 1.42636 0.11944  -0.610
N -0.58692 0.12817 -0.04724  -0.233
H -0.06084 -1.92136 0.20474  0.258
H 2.24368 -1.45168 0.15133  0.455
H 1.86546 0.20792 -0.20426  0.413
H 0.66479 1.55112 -0.47415  0.379
H -0.89337 2.06542 0.17155  0.430

=====

Top of the stability list: #i, leading by 60.3 kJ/mol.

=====

#i
One molecule with the formula C2H2OS3. Source: the OMol25 dataset; level of theory: ωB97M-V/def2-TZVPD.

Calculated values
Molar mass ... 138.24 g mol⁻¹
Frontier orbital gap ... 7.37 eV

Last column: natural (NBO) charge in e.
Geometry (Å):
C -0.30344 0.39564 0.60854  0.159
C 0.38840 -0.26863 -0.59762  -0.404
H 1.00980 1.72084 0.38082  0.492
H -1.21947 -1.86800 -0.28541  0.165
O 0.23721 1.54160 0.97155  -0.629
S -1.59310 -0.22292 1.39404  0.002
S -0.19148 -1.77229 -1.18993  0.172
S 1.67207 0.47376 -1.28199  0.044

=====

#ii
One molecule with the formula C2H2OS3. Source: the OMol25 dataset; level of theory: ωB97M-V/def2-TZVPD.

Calculated values
Molar mass ... 138.24 g mol⁻¹
Frontier orbital gap ... 7.45 eV

Last column: natural (NBO) charge in e.
Geometry (Å):
C 0.11882 0.13457 -0.80472  0.135
C -0.27500 -0.04852 0.69152  -0.416
H -0.86647 1.77520 -0.68750  0.499
H 1.34014 -1.77403 0.68263  0.159
O -0.42398 1.24531 -1.37434  -0.636
S 1.02245 -0.94355 -1.57258  0.047
S 0.45524 -1.27820 1.62342  0.171
S -1.37121 0.88922 1.44159  0.041

=====

Top of the stability list: #i, leading by 16.2 kJ/mol.

=====

#i
One molecule with the formula C2H2OS3. Source: the OMol25 dataset; level of theory: ωB97M-V/def2-TZVPD.

Calculated values
Molar mass ... 138.24 g mol⁻¹
Frontier orbital gap ... 7.37 eV

Last column: natural (NBO) charge in e.
Geometry (Å):
C -0.67928 -0.41292 -0.00477  0.153
C 0.70027 0.26984 -0.01246  -0.396
H 0.36048 -1.99492 0.01985  0.490
H -0.50836 2.15227 0.01347  0.151
O -0.61781 -1.73045 -0.00529  -0.633
S -2.10771 0.37092 -0.00389  0.001
S 0.79893 1.99100 -0.00368  0.184
S 2.05348 -0.64574 -0.00323  0.048

=====

#ii
One molecule with the formula C2H2OS3. Source: the OMol25 dataset; level of theory: ωB97M-V/def2-TZVPD.

Calculated values
Molar mass ... 138.24 g mol⁻¹
Frontier orbital gap ... 7.44 eV

Last column: natural (NBO) charge in e.
Geometry (Å):
C 0.13904 -0.25815 0.71514  -0.393
C -0.04071 0.18446 -0.79002  0.335
H 0.38450 1.13777 3.00812  0.183
H -0.60948 -0.64863 -2.98895  0.155
O 0.45670 1.14084 -1.18468  -0.500
S 0.85190 1.18306 1.44666  0.115
S -0.27286 -1.73832 1.48289  0.060
S -0.90909 -1.00103 -1.68915  0.045

=====

Top of the stability list: #i, leading by 138.5 kJ/mol.